2 unconnected molecules or ions with the total composition C5H14N2O in a non-equilibrium geometry. Source: the Open Molecules 2025 dataset; level of theory: the ωB97M-V functional and the def2-TZVPD basis.

As for the energy above the lowest of the compared OMol25 structures with the same formula, charge and spin: 405.4 kJ/mol. For the strongest force on any atom, the calculation gives 5.30 eV/Å. The value obtained for the HOMO-LUMO gap is 9.9 eV. The structure (SMILES) is C=NCC[C@@H](C)N.O. The HOMO energy is -9.1 eV.

Last column: Mulliken charge in e.
Atoms and positions in Å:
C -0.62 2.01 2.09  -0.108
N -0.27 2.50 0.98  -0.427
C 0.32 1.78 -0.11  -0.711
C -0.24 0.30 -0.30  -0.294
C 0.62 -0.72 0.47  0.419
C -0.18 -2.03 0.64  -1.202
N 1.91 -1.04 -0.21  -0.666
H -0.48 0.88 2.20  0.081
H -1.16 2.53 2.87  0.306
H 1.34 1.71 -0.07  0.365
H 0.13 2.52 -1.04  0.278
H -0.31 0.13 -1.40  -0.379
H -1.29 0.34 0.12  0.439
H 0.83 -0.26 1.43  0.432
H -0.03 -2.61 1.56  0.335
H -0.15 -2.87 -0.05  0.326
H -1.22 -1.53 0.80  0.231
H 1.76 -1.85 -0.94  0.299
H 2.66 -1.40 0.45  0.266
O -1.41 -1.61 -2.78  -0.636
H -0.97 -2.17 -3.37  0.284
H -0.79 -0.78 -2.47  0.362


A single C5H14N2O molecule in a non-equilibrium geometry. Source: the Open Molecules 2025 dataset; level of theory: the ωB97M-V functional and the def2-TZVPD basis.

As for the energy above the lowest of the compared OMol25 structures with the same formula, charge and spin: 185.1 kJ/mol. For the strongest force on any atom, the calculation gives 1.10 eV/Å. The value obtained for the HOMO-LUMO gap is 9.5 eV. The structure (SMILES) is C[C@@H](CO)NCCN. The HOMO energy is -8.6 eV.

Last column: Mulliken charge in e.
Atoms and positions in Å:
C -0.14 1.44 1.30  -1.287
C -0.74 1.05 -0.05  0.199
C -0.45 2.10 -1.11  -0.737
O 0.96 2.17 -1.31  -0.529
N -0.26 -0.25 -0.56  -0.370
C -0.74 -1.41 0.19  -0.565
C 0.19 -2.59 0.01  -0.557
N 1.55 -2.31 0.42  -0.458
H -0.44 0.71 2.05  0.353
H -0.52 2.41 1.63  0.412
H 0.95 1.46 1.24  0.288
H -1.82 0.96 0.03  0.323
H -0.94 1.81 -2.05  0.327
H -0.89 3.07 -0.83  0.429
H 1.20 3.02 -1.67  0.284
H 0.75 -0.21 -0.59  0.298
H -1.69 -1.65 -0.28  0.326
H -0.85 -1.21 1.26  0.271
H -0.25 -3.42 0.59  0.276
H 0.18 -2.96 -1.02  0.335
H 1.72 -1.44 0.89  0.205
H 2.25 -2.75 -0.14  0.175


2 unconnected molecules or ions with the total composition C5H14N2O in a non-equilibrium geometry. Source: the Open Molecules 2025 dataset; level of theory: the ωB97M-V functional and the def2-TZVPD basis.

As for the energy above the lowest of the compared OMol25 structures with the same formula, charge and spin: 449.9 kJ/mol. For the strongest force on any atom, the calculation gives 3.77 eV/Å. The value obtained for the HOMO-LUMO gap is 9.6 eV. The HOMO energy is -8.9 eV.

Last column: Mulliken charge in e.
Atoms and positions in Å:
C -0.81 0.82 -0.88  0.480
C 0.82 -1.06 0.14  0.010
C 0.19 -0.58 -1.06  -0.849
C 2.15 -0.50 0.55  -1.375
C -0.33 -0.69 1.97  -1.426
N -1.75 0.71 0.12  -0.888
N -1.39 0.94 -2.19  -0.603
O 0.13 1.84 -0.56  -0.540
H -0.33 2.42 0.07  0.367
H 0.70 -2.12 0.33  0.468
H -1.15 0.05 1.03  0.515
H -2.52 0.12 -0.20  0.276
H -2.02 1.74 -2.20  0.283
H -0.67 1.09 -2.89  0.254
H -0.48 -1.30 -1.51  0.275
H 0.91 -0.18 -1.77  0.534
H 2.40 -0.75 1.58  0.392
H 2.15 0.58 0.43  0.285
H 2.93 -0.92 -0.10  0.379
H 0.14 -1.59 2.37  0.466
H -1.31 -0.78 2.44  0.374
H 0.23 0.17 2.34  0.323


2 unconnected molecules or ions with the total composition C5H14N2O. Source: the Open Molecules 2025 dataset; level of theory: the ωB97M-V functional and the def2-TZVPD basis.

As for the energy above the lowest of the compared OMol25 structures with the same formula, charge and spin: 223.2 kJ/mol. For the strongest force on any atom, the calculation gives 0.78 eV/Å. The value obtained for the HOMO-LUMO gap is 9.4 eV. The structure (SMILES) is N/C=C/N.CC(C)O. The HOMO energy is -8.4 eV.

Last column: Mulliken charge in e.
Atoms and positions in Å:
N -1.70 0.83 3.11  -0.589
C -1.41 0.77 1.71  -0.259
C -1.54 1.82 0.91  -0.194
N -1.57 1.77 -0.52  -0.455
H -1.12 0.16 3.59  0.262
H -2.66 0.62 3.29  0.236
H -1.14 -0.20 1.30  0.236
H -1.74 2.81 1.34  0.325
H -0.65 1.89 -0.92  0.207
H -2.20 2.47 -0.87  0.248
C 1.04 -1.72 0.00  -1.372
C 1.07 -1.21 -1.43  0.695
C 2.32 -0.43 -1.77  -1.343
O -0.04 -0.40 -1.79  -0.555
H 0.16 -2.35 0.15  0.383
H 1.09 -0.92 0.73  0.308
H 1.87 -2.41 0.15  0.402
H 1.08 -2.11 -2.06  0.126
H 3.22 -1.01 -1.55  0.367
H 2.40 0.52 -1.23  0.332
H 2.32 -0.25 -2.85  0.331
H -0.80 -0.64 -1.28  0.310


A single C5H14N2O molecule in a non-equilibrium geometry. Source: the Open Molecules 2025 dataset; level of theory: the ωB97M-V functional and the def2-TZVPD basis.

As for the energy above the lowest of the compared OMol25 structures with the same formula, charge and spin: 234.3 kJ/mol. For the strongest force on any atom, the calculation gives 3.32 eV/Å. The value obtained for the HOMO-LUMO gap is 9.4 eV. The structure (SMILES) is C[C@@H](CO)NCCN. The HOMO energy is -8.5 eV.

Last column: Mulliken charge in e.
Atoms and positions in Å:
C 0.58 0.45 2.05  -1.277
C -0.55 0.05 1.07  0.013
C -1.69 1.23 1.15  -0.546
O -2.17 1.11 2.46  -0.490
N -0.17 0.00 -0.33  -0.190
C 0.60 -1.19 -0.67  -0.390
C 0.75 -1.24 -2.16  -0.696
N 1.81 -0.29 -2.61  -0.634
H 0.34 0.51 3.09  0.363
H 0.92 1.47 1.73  0.291
H 1.50 -0.08 1.84  0.362
H -1.02 -0.90 1.31  0.308
H -1.26 2.24 0.98  0.267
H -2.40 0.92 0.36  0.360
H -3.07 1.40 2.58  0.296
H 0.06 0.85 -0.81  0.250
H -0.08 -2.02 -0.42  0.296
H 1.57 -1.24 -0.19  0.230
H 1.17 -2.26 -2.43  0.387
H -0.22 -1.14 -2.72  0.329
H 1.92 -0.52 -3.61  0.254
H 1.41 0.64 -2.68  0.218


A single C5H14N2O molecule in a non-equilibrium geometry. Source: the Open Molecules 2025 dataset; level of theory: the ωB97M-V functional and the def2-TZVPD basis.

As for the energy above the lowest of the compared OMol25 structures with the same formula, charge and spin: 202.6 kJ/mol. For the strongest force on any atom, the calculation gives 1.19 eV/Å. The value obtained for the HOMO-LUMO gap is 9.6 eV. The structure (SMILES) is CC(C)[C@](C)(O)NN. The HOMO energy is -8.6 eV.

Last column: Mulliken charge in e.
Atoms and positions in Å:
C -1.33 1.66 -0.24  -1.720
C -0.01 1.09 0.29  0.597
C 1.14 1.92 -0.32  -1.364
C 0.19 -0.45 0.03  1.046
C 1.19 -1.00 1.06  -1.918
O 0.71 -0.66 -1.26  -0.556
N -1.07 -1.22 0.12  -0.344
N -0.88 -2.58 -0.40  -0.635
H -2.18 1.24 0.31  0.401
H -1.37 2.75 -0.07  0.435
H -1.46 1.47 -1.30  0.335
H -0.01 1.26 1.37  0.236
H 2.12 1.59 0.04  0.325
H 1.14 1.86 -1.41  0.318
H 1.03 2.98 -0.05  0.405
H 1.48 -2.04 0.84  0.467
H 0.78 -0.97 2.08  0.373
H 2.13 -0.43 1.06  0.326
H 0.37 -1.56 -1.45  0.530
H -1.74 -0.73 -0.48  0.294
H -0.42 -3.16 0.32  0.193
H -1.79 -3.04 -0.53  0.257


A gas-phase ion, C5H14N2O (charge +2) in a non-equilibrium geometry. Source: the Open Molecules 2025 dataset; level of theory: the ωB97M-V functional and the def2-TZVPD basis.

As for the energy above the lowest of the compared OMol25 structures with the same formula, charge and spin: 262.7 kJ/mol. For the strongest force on any atom, the calculation gives 5.72 eV/Å. The value obtained for the HOMO-LUMO gap is 11.2 eV. The structure (SMILES) is C=C([NH3+])C[C@@H]([NH3+])CO. The HOMO energy is -18.2 eV. As for the total charge: +2.

Last column: Mulliken charge in e.
Atoms and positions in Å:
C 0.88 -1.47 1.89  -0.846
C 0.00 -1.16 0.94  0.286
N -0.48 -2.30 0.00  -0.370
C -0.84 0.16 0.80  -0.939
C -0.42 0.82 -0.62  0.040
N -0.69 2.36 -0.38  -0.434
C 0.99 0.52 -0.95  -0.251
O 1.23 1.39 -2.02  -0.493
H 0.87 -0.67 2.72  0.241
H 1.43 -2.45 2.10  0.320
H -0.21 -3.28 0.32  0.423
H -0.12 -2.33 -1.00  0.395
H -1.55 -2.42 -0.04  0.428
H -2.03 0.02 0.87  0.339
H -0.66 0.88 1.57  0.579
H -1.14 0.52 -1.43  0.263
H 0.06 2.68 0.50  0.465
H -0.50 2.98 -1.21  0.379
H -1.54 2.53 0.10  0.339
H 1.77 0.79 -0.10  0.245
H 1.18 -0.64 -1.30  0.243
H 1.77 1.07 -2.75  0.347


2 unconnected molecules or ions with the total composition C5H14N2O2 in a non-equilibrium geometry. Source: the Open Molecules 2025 dataset; level of theory: the ωB97M-V functional and the def2-TZVPD basis.

As for the energy above the lowest of the compared OMol25 structures with the same formula, charge and spin: 280.7 kJ/mol. For the strongest force on any atom, the calculation gives 1.04 eV/Å. The value obtained for the HOMO-LUMO gap is 9.6 eV. The structure (SMILES) is COC(C)C.N/C=N\O. The HOMO energy is -8.5 eV.

Last column: Mulliken charge in e.
Atoms and positions in Å:
C -0.03 1.28 -1.31  -0.723
O 1.03 0.97 -0.44  -0.481
C 1.90 -0.13 -0.74  0.857
C 1.85 -1.12 0.43  -1.558
C 1.61 -0.85 -2.05  -1.466
H -0.49 2.18 -0.89  0.300
H -0.78 0.49 -1.35  0.287
H 0.32 1.51 -2.32  0.351
H 2.91 0.30 -0.79  0.174
H 2.60 -1.89 0.29  0.462
H 0.87 -1.58 0.49  0.322
H 2.05 -0.60 1.36  0.357
H 0.61 -1.29 -2.05  0.337
H 2.33 -1.66 -2.17  0.424
H 1.71 -0.19 -2.91  0.370
N -3.26 0.75 2.39  -0.411
C -2.81 -0.10 1.43  -0.015
N -1.61 -0.23 1.03  -0.358
O -0.67 0.53 1.77  -0.441
H -2.54 1.16 2.95  0.248
H -4.13 0.55 2.85  0.226
H -3.54 -0.70 0.90  0.323
H 0.07 0.62 1.14  0.413


Which value of HOMO does entry 3 give? -8.9 eV